1.
Computed, not measured: a single Cl2H3N2OP molecule at a distorted geometry, with ωB97M-V/def2-TZVPD.

Geometry as XYZ:
```
9
Properties=species:S:1:pos:R:3
N 0.343 -1.525 0.401
N -0.335 -0.418 0.876
P -0.264 0.999 -0.473
O 0.704 0.522 -1.484
Cl 0.337 2.696 0.492
Cl -1.979 1.584 -1.268
H -0.182 -2.169 -0.196
H 1.250 -1.479 -0.104
H 0.127 -0.211 1.756
```

Computed properties:
Total charge: 0
ΔE to the lowest compared entry with this formula, charge and spin: 0.827 eV
DFT total energy: -39410.770 eV
Maximum force: 3.49 eV Å⁻¹

2.
Computed, not measured: 12 unconnected molecules or ions with the total composition C24H72O12S12 at a distorted geometry, with ωB97M-V/def2-TZVPD.

Geometry as XYZ:
```
120
Properties=species:S:1:pos:R:3
C 8.414 1.421 -0.581
S 6.859 1.106 -1.504
O 7.235 -0.045 -2.446
C 5.961 0.371 -0.106
H 8.613 2.449 -0.882
H 8.982 0.648 -1.099
H 8.518 1.397 0.504
H 4.901 0.493 -0.327
H 6.223 0.926 0.795
H 6.333 -0.610 0.191
C 0.410 -1.744 -1.226
S 0.000 0.078 -1.295
O -1.550 0.077 -1.284
C 0.253 0.552 0.468
H 1.498 -1.770 -1.159
H -0.047 -2.323 -2.028
H 0.036 -2.274 -0.349
H 0.872 1.438 0.606
H 0.857 -0.271 0.848
H -0.683 0.626 1.023
C -6.467 4.361 4.332
S -5.325 2.875 4.487
O -4.181 3.222 3.562
C -4.866 2.951 6.230
H -5.844 5.249 4.442
H -7.282 4.683 4.979
H -6.916 4.492 3.347
H -4.120 2.187 6.448
H -5.762 2.570 6.718
H -4.605 3.976 6.496
C 7.257 -4.457 -5.541
S 5.773 -5.431 -5.052
O 5.012 -4.513 -4.022
C 4.835 -5.094 -6.613
H 6.913 -3.424 -5.596
H 7.618 -4.770 -6.521
H 8.027 -4.462 -4.769
H 4.730 -4.067 -6.963
H 3.872 -5.596 -6.715
H 5.380 -5.534 -7.448
C 3.783 9.890 -0.557
S 3.239 8.298 -1.343
O 4.064 8.168 -2.650
C 3.654 7.012 -0.127
H 3.636 9.705 0.507
H 3.238 10.793 -0.832
H 4.826 10.102 -0.791
H 3.376 6.079 -0.617
H 3.004 7.124 0.741
H 4.675 7.108 0.241
C 0.534 4.764 5.149
S 2.365 4.575 5.346
O 2.983 4.142 4.010
C 2.809 6.386 5.471
H 0.015 3.862 4.825
H 0.220 5.556 4.469
H 0.217 4.951 6.175
H 2.270 6.878 6.280
H 2.393 6.813 4.558
H 3.882 6.402 5.662
C -2.400 5.386 -1.255
S -3.336 6.733 -0.466
O -2.277 7.819 -0.265
C -4.081 7.375 -2.061
H -2.019 5.679 -2.234
H -3.014 4.495 -1.387
H -1.415 5.348 -0.789
H -3.248 7.548 -2.743
H -4.516 8.369 -1.957
H -4.624 6.515 -2.454
C -6.910 -2.928 3.423
S -5.244 -2.632 2.641
O -4.443 -3.897 2.856
C -5.824 -2.626 0.866
H -6.767 -3.407 4.392
H -7.470 -3.572 2.746
H -7.467 -1.995 3.335
H -5.131 -2.107 0.204
H -6.766 -2.076 0.865
H -6.116 -3.608 0.495
C 5.525 -2.497 5.514
S 3.693 -2.797 5.266
O 3.343 -2.857 3.846
C 3.744 -4.699 5.700
H 5.989 -2.934 4.630
H 5.897 -3.077 6.359
H 5.674 -1.436 5.714
H 4.414 -4.780 6.556
H 4.297 -5.189 4.898
H 2.777 -5.170 5.877
C -4.308 0.325 -7.506
S -3.866 2.004 -7.028
O -4.684 2.744 -8.069
C -4.866 2.289 -5.507
H -3.861 -0.466 -6.904
H -4.011 0.107 -8.531
H -5.384 0.386 -7.337
H -4.397 1.941 -4.587
H -5.881 1.898 -5.570
H -4.822 3.375 -5.416
C -0.225 -9.851 3.937
S 0.704 -8.748 2.736
O 1.229 -9.576 1.547
C -0.814 -8.029 2.004
H 0.334 -10.381 4.708
H -1.057 -10.425 3.529
H -0.650 -9.054 4.547
H -0.492 -7.347 1.218
H -1.280 -7.467 2.814
H -1.510 -8.803 1.679
C -4.831 -5.665 -4.639
S -3.151 -6.458 -4.485
O -3.270 -7.745 -5.276
C -2.251 -5.189 -5.519
H -5.588 -6.412 -4.402
H -5.065 -5.220 -5.606
H -5.025 -4.842 -3.952
H -1.202 -5.418 -5.708
H -2.297 -4.151 -5.190
H -2.679 -5.173 -6.522
```

Computed properties:
Total charge: 0
ΔE to the lowest compared entry with this formula, charge and spin: 6.287 eV
DFT total energy: -180632.070 eV
Maximum force: 4.15 eV Å⁻¹